This record from OMol25 describes an isolated molecule of C19H18FN3O3S in a non-equilibrium geometry. The level of theory is ωB97M-V/def2-TZVPD.

Cartesian coordinates (Å):
C1 -2.1221 -3.0909 -0.2623
O1 -2.2890 -1.7041 -0.4305
C2 -3.5451 -1.1778 -0.3800
C3 -4.7139 -1.9174 -0.2815
C4 -5.9473 -1.2859 -0.2809
C5 -6.0300 0.0897 -0.3989
C6 -4.8741 0.8380 -0.5105
C7 -3.6241 0.2274 -0.4778
N1 -2.5166 1.0283 -0.6418
C8 -1.4181 0.9919 -0.0260
S1 -1.0712 -0.1016 1.3374
C9 0.4579 0.6277 2.0557
C10 1.6476 -0.2158 1.5734
O2 1.6471 -1.4086 1.7806
N2 2.6381 0.4645 0.9459
C11 3.8183 -0.0474 0.3887
C12 4.2147 -1.3749 0.5215
C13 5.3994 -1.8009 -0.0506
C14 6.1777 -0.8973 -0.7494
F1 7.3352 -1.3148 -1.3057
C15 5.8015 0.4264 -0.8952
C16 4.6180 0.8471 -0.3225
C17 0.4546 2.1205 1.7862
C18 0.5568 2.3972 0.2992
O3 1.4622 3.0668 -0.1658
N3 -0.4007 1.8284 -0.4764
C19 -0.4510 2.1764 -1.8875
H1 -2.5691 -3.6500 -1.0905
H2 -1.0457 -3.2547 -0.2497
H3 -2.5478 -3.4323 0.6856
H4 -4.6717 -2.9921 -0.1995
H5 -6.8447 -1.8798 -0.1952
H6 -6.9918 0.5788 -0.4073
H7 -4.9145 1.9125 -0.5996
H8 0.3534 0.4277 3.1265
H9 2.5352 1.4582 0.7893
H10 3.5964 -2.0669 1.0673
H11 5.7211 -2.8257 0.0435
H12 6.4287 1.1072 -1.4481
H13 4.3037 1.8753 -0.4304
H14 1.2849 2.6193 2.2925
H15 -0.4794 2.5448 2.1656
H16 -0.4292 1.2687 -2.4885
H17 0.4151 2.7965 -2.1078
H18 -1.3709 2.7196 -2.0988

The value obtained for the highest occupied orbital energy is -8.20 eV. As for the gap between HOMO and LUMO: 0.319 Ha. The electronic energy is -1622.892710 a.u. As for the SMILES: COc1ccccc1/N=C1\S[C@@H](C(=O)Nc2ccc(F)cc2)CC(=O)N1C.

This record from OMol25 describes an isolated molecule of C19H18FN3O3S in a non-equilibrium geometry. The level of theory is ωB97M-V/def2-TZVPD.

Cartesian coordinates (Å):
C1 -1.8366 -3.9922 -0.2013
O1 -3.0450 -3.2709 -0.3326
C2 -2.8656 -1.9121 -0.6236
C3 -2.6005 -1.0729 0.6454
N1 -1.8212 0.1124 0.3440
C4 -2.3563 1.2878 -0.1058
O2 -1.6619 2.2182 -0.4611
C5 -3.8489 1.3634 -0.1480
C6 -4.5127 1.3784 -1.3683
C7 -5.8880 1.5250 -1.4161
C8 -6.6152 1.6770 -0.2471
C9 -5.9713 1.6822 0.9782
C10 -4.5986 1.5269 1.0107
F1 -3.9695 1.5231 2.2042
C11 -0.4537 -0.0330 0.3626
N2 0.1304 -1.1414 0.6953
N3 1.4496 -1.0690 0.6538
C12 1.9116 0.0838 0.2907
C13 3.3152 0.3899 0.1762
C14 3.7526 1.6542 -0.2265
C15 5.0959 1.9275 -0.3277
C16 6.0462 0.9460 -0.0292
O3 7.3436 1.3211 -0.1617
C17 8.3536 0.3833 0.1253
C18 5.6152 -0.3168 0.3730
C19 4.2656 -0.5868 0.4729
S1 0.6374 1.2565 -0.0593
H1 -2.1131 -4.9892 0.1337
H2 -1.1577 -3.5333 0.5226
H3 -1.3218 -4.0602 -1.1669
H4 -2.0267 -1.7773 -1.3215
H5 -3.7863 -1.5773 -1.1115
H6 -3.5396 -0.7941 1.1206
H7 -2.0153 -1.6694 1.3476
H8 -3.9395 1.2747 -2.2769
H9 -6.3920 1.5272 -2.3698
H10 -7.6866 1.7975 -0.2864
H11 -6.5121 1.8071 1.9027
H12 3.0279 2.4207 -0.4590
H13 5.4457 2.8995 -0.6372
H14 8.3096 0.0520 1.1676
H15 9.2947 0.9027 -0.0476
H16 8.2939 -0.4865 -0.5365
H17 6.3234 -1.0948 0.6104
H18 3.9236 -1.5611 0.7840

The value obtained for the highest occupied orbital energy is -7.99 eV. As for the gap between HOMO and LUMO: 0.309 Ha. The electronic energy is -1622.838447 a.u. As for the SMILES: COCCN(C(=O)c1ccccc1F)c1nnc(-c2ccc(OC)cc2)s1.

This record from OMol25 describes a structure of composition C19H18GaIO13P. The level of theory is ωB97M-V/def2-TZVPD.

Cartesian coordinates (Å):
C1 -2.8700 -2.6773 1.2269
P1 -3.2943 -1.1145 0.3246
O1 -4.3882 -1.7591 -0.8122
Ga1 -1.3552 -0.9587 -1.0299
I1 -1.0765 1.6374 -1.5157
H1 -3.6864 -2.9706 1.8919
H2 -1.9858 -2.4793 1.8389
H3 -2.6383 -3.5115 0.5569
H4 -5.2840 -1.7229 -0.4511
H5 -0.0668 -1.3893 -0.2166
H6 -1.5093 -1.6744 -2.4325
C2 2.5293 1.9960 4.3748
C3 2.6797 3.1551 3.7210
C4 1.9920 3.4503 2.3944
O2 2.2293 4.5599 1.9303
C5 1.1718 2.4447 1.7932
C6 1.0344 1.2676 2.4351
C7 1.6937 0.9792 3.7750
O3 1.4788 -0.1142 4.2675
O4 0.3317 0.2696 1.9552
O5 3.4298 4.1658 4.1373
H7 3.0124 1.7820 5.3175
H8 0.6896 2.6347 0.8418
H9 0.3637 -0.4667 2.5934
H10 3.3121 4.8534 3.4440
C8 -7.6078 -4.1686 -3.3088
C9 -7.3668 -4.7887 -4.4712
C10 -6.0008 -5.3488 -4.8356
O6 -5.9418 -5.9060 -5.9251
C11 -4.9174 -5.1894 -3.9160
C12 -5.1388 -4.5560 -2.7434
C13 -6.5206 -4.0234 -2.3644
O7 -6.6371 -3.5178 -1.2652
O8 -4.2075 -4.3635 -1.8463
O9 -8.2706 -4.9941 -5.4182
H11 -8.5788 -3.7769 -3.0415
H12 -3.9431 -5.5684 -4.1893
H13 -4.5557 -3.7671 -1.1455
H14 -7.7833 -5.4700 -6.1255
C14 6.4779 3.1605 1.9249
C15 7.4286 4.0213 1.5356
C16 7.4128 4.7020 0.1753
O10 8.3400 5.4691 -0.0391
C17 6.3443 4.4124 -0.7399
C18 5.3841 3.5506 -0.3564
C19 5.4000 2.8713 1.0071
O11 4.4743 2.1163 1.2340
O12 4.3573 3.2151 -1.1044
O13 8.4698 4.3745 2.2730
H15 6.4788 2.6762 2.8911
H16 6.3392 4.8992 -1.7046
H17 3.7997 2.6005 -0.5838
H18 8.9697 5.0125 1.7210

The value obtained for the highest occupied orbital energy is -4.53 eV. As for the gap between HOMO and LUMO: 0.171 Ha. The electronic energy is -4276.881913 a.u. The net charge is -1.

no.,LUMO level (eV)
1,0.47
2,0.43
3,0.12